(1)
{
  "formula": "C43H67GaN9O6P2",
  "method": "wB97M-V/def2-TZVPD",
  "e_lumo_ev": -6.747,
  "largest_force_ha_per_bohr": 0.01135,
  "homo_energy_ev": -14.87,
  "total_charge": 3,
  "homo_lumo_gap_ev": 8.1,
  "species": ["Ga", "P", "P", "O", "O", "O", "O", "O", "O", "N", "N", "N", "N", "N", "N", "N", "N", "N", "C", "C", "C", "C", "C", "C", "C", "C", "C", "C", "C", "C", "C", "C", "C", "C", "C", "C", "C", "C", "C", "C", "C", "C", "C", "C", "C", "C", "C", "C", "C", "C", "C", "C", "C", "C", "C", "C", "C", "C", "C", "C", "C", "H", "H", "H", "H", "H", "H", "H", "H", "H", "H", "H", "H", "H", "H", "H", "H", "H", "H", "H", "H", "H", "H", "H", "H", "H", "H", "H", "H", "H", "H", "H", "H", "H", "H", "H", "H", "H", "H", "H", "H", "H", "H", "H", "H", "H", "H", "H", "H", "H", "H", "H", "H", "H", "H", "H", "H", "H", "H", "H", "H", "H", "H", "H", "H", "H", "H", "H"],
  "coordinates": [[0.12154, -0.03862, 0.09545], [0.12234, 3.25925, 1.02996], [2.27053, 1.56450, 1.81020], [1.32576, 0.36822, 1.66797], [-1.05368, 4.14544, 1.50165], [2.82810, 2.03624, 0.44283], [-0.31649, 1.93562, 0.44920], [3.49887, 1.26769, 2.70200], [0.90340, 4.15762, 0.03443], [-0.17257, -3.53612, 0.59860], [9.53839, -4.68026, 0.14329], [-1.92063, -0.00561, 0.01579], [1.87526, -0.32745, -0.93184], [-1.39561, -3.89431, -1.31302], [-0.35326, -1.79499, -0.93132], [-2.79854, -0.45616, 2.10171], [-4.27576, -0.12205, 0.36841], [3.83827, -1.24682, -1.25217], [-1.35061, -0.08212, -2.38277], [-0.62507, -1.30932, -2.24507], [1.28529, 2.94870, 2.37703], [6.57841, -3.72699, -1.50648], [5.22990, 2.32150, -0.03013], [3.90579, 3.02687, 0.09321], [-1.49976, 0.46561, -3.68923], [-2.00111, 0.59145, -1.29244], [0.97405, -2.93892, 1.25020], [-0.12362, -1.94266, -3.34785], [-1.04924, -5.32108, -1.40045], [-2.18758, 1.69085, -3.86177], [-1.50766, -0.32051, 2.74981], [5.06650, -1.95624, -0.96932], [3.39934, -0.80393, -2.48750], [8.57848, -4.10340, -0.12206], [-3.35487, 3.48440, 1.81004], [-0.94904, -4.49379, 1.40074], [0.31839, 4.50058, -1.29575], [-5.28196, 0.65859, 1.09843], [2.17608, -0.25746, -2.28238], [-2.72972, 2.34361, -2.79118], [2.91634, -0.90610, -0.33960], [1.10882, 3.75877, -2.34465], [3.60119, 0.89964, 4.14905], [-2.50933, -3.49858, -2.17116], [-4.71973, -0.52586, -0.96157], [3.97479, 4.20123, 1.04900], [-2.63652, 1.78466, -1.50195], [2.59215, -0.16606, 4.52165], [7.00685, -2.29517, 0.38871], [-1.75574, 3.35352, 3.75665], [-2.14560, 4.08288, 2.48871], [5.84603, -1.59124, 0.11854], [-3.79326, -1.19364, 2.89393], [-0.33049, -1.42500, -4.64113], [7.37507, -3.36598, -0.42466], [0.35909, 6.00176, -1.42687], [-0.99150, -0.24139, -4.80766], [-0.64913, -3.04056, -0.57458], [5.41898, -3.02147, -1.77909], [-2.98226, -0.15952, 0.79396], [3.50544, 2.14953, 4.99061], [1.50619, 0.18334, -3.00298], [7.63683, -2.01914, 1.22575], [-2.32600, 5.12674, 2.71537], [2.66546, -1.03146, 3.85832], [-4.89310, 0.32492, -1.62341], [4.22091, 3.86726, 2.06226], [-5.52808, 1.56054, 0.52870], [4.22738, 2.90170, 4.66713], [-3.24939, 3.28445, -2.92899], [-0.97319, 3.88211, 4.30532], [4.79263, -3.30849, -2.61665], [-0.25715, 6.47468, -0.66118], [-0.01679, 6.29529, -2.40774], [1.10643, 2.68476, -2.14182], [-3.08427, 2.29645, -0.65647], [-1.43462, 2.33051, 3.53531], [-3.99676, -1.18410, -1.42402], [3.01424, -1.14223, 0.70621], [0.65638, 3.92671, -3.32191], [-1.14059, 0.17541, -5.79785], [-2.27903, 2.09812, -4.86335], [6.86182, -4.57126, -2.12382], [-0.92316, 0.46306, 2.28665], [-3.28836, -2.00238, 3.42268], [3.05633, 4.78585, 1.05344], [5.15071, 1.44003, -0.66560], [-4.27053, -0.55303, 3.63688], [-3.36085, -4.14556, -1.95586], [-4.20308, 3.50526, 2.49773], [0.74986, -1.97786, 1.73120], [2.14077, 4.11849, -2.37468], [-0.71482, 4.15055, -1.30499], [0.45970, -2.84936, -3.21849], [-4.92062, 0.95560, 2.07847], [-2.25772, -3.59242, -3.22942], [-6.19564, 0.07547, 1.22052], [3.72884, 1.89605, 6.02755], [-1.76679, -5.95090, -0.87512], [0.72911, 2.66865, 3.27451], [5.94338, 3.00343, -0.49529], [-2.62650, 3.29338, 4.40904], [1.56921, 0.22387, 4.47596], [3.97766, -0.94006, -3.39058], [-0.99195, -4.13927, 2.43161], [3.58294, 3.35911, -0.88741], [-0.94803, -1.26041, 2.72575], [-3.62479, 4.05731, 0.91956], [2.49906, 2.57820, 4.95882], [-1.96422, -4.56439, 1.02410], [5.55111, -0.75923, 0.74290], [1.32702, -3.61164, 2.02861], [4.60444, 0.49398, 4.21163], [2.78738, -0.49750, 5.54144], [-3.14604, 2.44722, 1.52601], [-1.05396, -5.60780, -2.45186], [-2.79108, -2.47308, -1.97368], [1.38457, 6.36540, -1.32563], [-0.05484, -5.49914, -1.00209], [-4.55360, -1.62270, 2.25159], [1.89255, 3.83305, 2.57743], [5.61867, 2.04089, 0.95071], [-5.65740, -1.07143, -0.85054], [-0.49806, -5.48557, 1.39950], [-1.66057, -0.05375, 3.79267], [1.77134, -2.79631, 0.53143], [0.04955, -1.96403, -5.50086], [4.78379, 4.85418, 0.72103]],
  "lowdin_charge": [0.556, 0.522, 0.503, -0.268, -0.127, -0.183, -0.228, -0.150, -0.168, -0.120, 0.203, 0.105, 0.046, -0.121, 0.101, -0.106, -0.129, 0.021, -0.063, -0.269, -0.172, 0.010, -0.023, -0.348, -0.140, -0.235, -0.034, -0.043, -0.018, -0.002, -0.043, -0.183, 0.017, -0.154, -0.034, -0.019, -0.389, -0.031, -0.064, -0.037, -0.136, -0.020, -0.363, -0.009, -0.007, -0.027, -0.030, -0.035, 0.006, -0.028, -0.358, -0.003, -0.010, -0.035, -0.200, -0.015, -0.002, -0.325, 0.006, -0.328, -0.026, 0.120, 0.135, 0.155, 0.084, 0.100, 0.086, 0.103, 0.095, 0.124, 0.097, 0.126, 0.093, 0.103, 0.070, 0.105, 0.056, 0.066, 0.137, 0.101, 0.130, 0.131, 0.138, 0.035, 0.098, 0.073, 0.076, 0.102, 0.111, 0.105, 0.050, 0.090, 0.125, 0.137, 0.076, 0.103, 0.107, 0.107, 0.099, 0.070, 0.108, 0.106, 0.080, 0.148, 0.094, 0.126, 0.088, 0.101, 0.079, 0.096, 0.107, 0.116, 0.150, 0.106, 0.055, 0.104, 0.060, 0.099, 0.099, 0.099, 0.094, 0.092, 0.110, 0.101, 0.110, 0.079, 0.124, 0.111]
}


(2)
{
  "formula": "C14H22N2O3",
  "method": "wB97M-V/def2-TZVPD",
  "e_lumo_ev": 0.763,
  "largest_force_ha_per_bohr": 0.01283,
  "smiles": "CC(C)NC[C@@H](O)COc1ccc(CC(N)=O)cc1",
  "homo_energy_ev": -8.38,
  "total_charge": 0,
  "homo_lumo_gap_ev": 9.1,
  "species": ["O", "O", "O", "N", "N", "C", "C", "C", "C", "C", "C", "C", "C", "C", "C", "C", "C", "C", "C", "H", "H", "H", "H", "H", "H", "H", "H", "H", "H", "H", "H", "H", "H", "H", "H", "H", "H", "H", "H", "H", "H"],
  "coordinates": [[0.95009, -1.43848, -1.33648], [0.18989, 7.21064, 0.07568], [1.28735, 0.05747, 1.54130], [-1.17004, -2.76223, -0.33162], [1.77872, 5.73421, -0.52011], [-0.13232, 3.37044, 1.31335], [0.93000, 1.48338, -0.41855], [0.32268, 2.16567, 1.80281], [0.49837, 6.09871, -0.28399], [-1.60937, -4.74720, -1.64520], [1.96610, -0.93210, 0.80471], [-1.07779, -4.21851, -0.31388], [0.86278, 1.20894, 0.94074], [-0.52010, 4.99327, -0.56024], [-1.83546, -4.85371, 0.85627], [-0.32612, -2.04974, 0.61282], [1.07143, -1.88969, -0.00950], [0.47281, 2.70122, -0.89569], [-0.06242, 3.65974, -0.04676], [2.49390, -1.51127, 1.56745], [-0.67114, 4.95517, -1.64160], [1.58085, -2.86846, -0.02132], [2.70228, -0.48886, 0.12502], [2.51537, 6.39210, -0.32867], [1.30702, 0.75010, -1.11247], [-1.50904, -5.82813, -1.68996], [-0.75158, -1.05559, 0.76394], [-1.05636, -4.30929, -2.47181], [2.01709, 4.78057, -0.73009], [-0.01613, -4.47465, -0.23165], [0.27169, 1.93693, 2.85571], [-1.45912, 5.29295, -0.09319], [0.11081, -1.80617, -1.65955], [-0.54663, 4.10248, 1.99077], [-0.23377, -2.53728, 1.59278], [-2.90003, -4.63950, 0.77452], [0.52535, 2.89582, -1.95836], [-1.47696, -4.46599, 1.80762], [-1.69901, -5.93180, 0.85455], [-2.14087, -2.49064, -0.22028], [-2.66033, -4.49052, -1.75905]],
  "lowdin_charge": [-0.048, 0.052, -0.054, -0.057, 0.174, -0.027, -0.001, 0.006, -0.554, -0.063, -0.132, -0.457, -0.263, -0.068, -0.060, -0.153, -0.348, -0.044, -0.264, 0.133, 0.125, 0.138, 0.135, 0.112, 0.097, 0.076, 0.129, 0.073, 0.091, 0.135, 0.118, 0.125, 0.085, 0.122, 0.126, 0.079, 0.117, 0.066, 0.077, 0.123, 0.077]
}


(3)
{
  "formula": "C6H12N2O3S",
  "method": "wB97M-V/def2-TZVPD",
  "e_lumo_ev": [0.041, 0.249],
  "largest_force_ha_per_bohr": 0.08957,
  "homo_energy_ev": [-7.04, -7.85],
  "total_charge": 0,
  "homo_lumo_gap_ev": [7.1, 8.1],
  "species": ["S", "O", "O", "O", "N", "N", "C", "C", "C", "C", "C", "C", "H", "H", "H", "H", "H", "H", "H", "H", "H", "H", "H", "H"],
  "coordinates": [[-2.50824, -2.31775, -0.67960], [-3.64446, 0.32084, 0.78872], [0.95312, 0.18467, 0.54262], [1.40028, 0.78786, -1.69518], [-0.48176, -0.48885, -1.18752], [-1.90143, 1.55648, 1.63172], [-0.92489, -0.37009, -2.59634], [3.18719, -0.38070, 1.21312], [0.68963, 0.22815, -0.89465], [-1.06926, -1.35129, -0.28521], [-2.52580, 0.59295, 0.90999], [2.23302, 0.74692, 0.93905], [-3.35048, -1.64918, 0.03635], [-2.33985, 2.04183, 2.41437], [4.02180, 0.09523, 1.65948], [-0.82842, 1.53615, 1.67120], [2.52655, -1.11096, 1.64611], [-1.18949, -1.39147, -3.08562], [-0.49322, -1.43582, 0.64108], [3.65603, -0.68362, 0.18759], [2.55745, 1.45729, 0.05173], [-1.93828, 0.15142, -2.53061], [-0.08701, 0.15342, -3.14467], [2.05751, 1.32652, 1.76627]],
  "lowdin_charge": [0.773, 0.057, -0.102, 0.085, -0.159, 0.105, -0.049, -0.062, -0.432, -0.478, -0.377, -0.253, -0.195, 0.100, 0.062, 0.116, 0.080, 0.097, 0.076, 0.118, 0.155, 0.104, 0.098, 0.080]
}


(4)
{
  "formula": "CH7NS",
  "method": "wB97M-V/def2-TZVPD",
  "e_lumo_ev": 0.464,
  "largest_force_ha_per_bohr": 0.06638,
  "smiles": "CN.S",
  "homo_energy_ev": -8.19,
  "total_charge": 0,
  "homo_lumo_gap_ev": 8.7,
  "species": ["S", "N", "C", "H", "H", "H", "H", "H", "H", "H"],
  "coordinates": [[1.65461, -0.14821, -0.11369], [-1.21605, -0.48128, 0.13409], [-2.02423, 0.79544, 0.06119], [-2.01251, 1.19606, 1.10759], [-2.90613, 0.55385, -0.65791], [-1.24580, 1.51961, -0.49607], [-1.29810, -0.91621, 1.10178], [-1.68719, -1.07644, -0.57730], [3.05853, -0.17319, -0.28616], [0.27515, -0.13600, 0.32137]],
  "lowdin_charge": [0.205, -0.146, -0.143, 0.083, 0.103, 0.105, 0.119, 0.106, -0.198, -0.234]
}


(5)
{
  "formula": "C2H3N3O",
  "method": "wB97M-V/def2-TZVPD",
  "e_lumo_ev": 0.464,
  "largest_force_ha_per_bohr": 0.02724,
  "homo_energy_ev": -9.01,
  "total_charge": 0,
  "homo_lumo_gap_ev": 9.5,
  "species": ["O", "N", "N", "N", "C", "C", "H", "H", "H"],
  "coordinates": [[-0.42658, -1.90969, -0.28623], [1.51475, 0.79948, 0.37752], [2.10708, 1.46141, 1.08630], [-1.42561, 0.04093, 0.30265], [0.89226, 0.03388, -0.46564], [-0.36336, -0.70486, -0.13701], [1.47875, -0.29193, -1.31351], [-1.47179, 1.02785, 0.10171], [-2.30550, -0.45706, 0.33422]],
  "lowdin_charge": [0.050, -0.116, 0.217, 0.147, -0.070, -0.553, 0.118, 0.098, 0.108]
}


(6)
{
  "formula": "C3H6IN3",
  "method": "wB97M-V/def2-TZVPD",
  "e_lumo_ev": [-0.331, -0.330],
  "largest_force_ha_per_bohr": 0.06025,
  "smiles": "[H]/N=N\\N=C/C=C.I",
  "homo_energy_ev": [-8.29, -8.29],
  "total_charge": 0,
  "homo_lumo_gap_ev": [8.0, 8.0],
  "species": ["I", "N", "N", "N", "C", "C", "C", "H", "H", "H", "H", "H", "H"],
  "coordinates": [[-4.09234, -0.28346, -0.09124], [-1.34516, 0.97615, 0.53160], [-1.41480, 2.21927, 0.30723], [-2.30188, 2.97169, -0.04581], [-0.49780, 0.06858, 0.82145], [0.35336, -0.61978, -0.12933], [0.63876, -1.92880, 0.04829], [1.20371, -2.47287, -0.64384], [-0.32373, -0.32051, 1.84544], [-3.21135, 2.65298, -0.34409], [0.60066, -0.17668, -1.06647], [0.12489, -2.36816, 0.92627], [-3.59970, -1.13162, 1.11909]],
  "lowdin_charge": [0.548, -0.062, -0.134, 0.021, -0.200, -0.157, 0.034, 0.038, 0.124, -0.019, 0.093, 0.072, -0.359]
}